[1]
Molecular formula: N3O3S
Method: DFT, ωB97M-V/def2-TZVPD

* lowest unoccupied orbital energy (alpha / beta): 3.97 / 3.45 eV
* calculated total energy: -21442.918 eV
* 2S+1: 3
* expectation value of S²: 2.012
* energy relative to the best compared isomer or geometry (same formula, charge and spin): 15.0 kJ/mol
* Kohn-Sham gap (alpha / beta): 4.96 / 6.69 eV
* charge: -1

Element x y z (Å)
N1 1.828611 -1.274019 0.187069
N2 -0.740788 0.174642 -0.379162
N3 2.025619 -0.209575 -0.064439
O1 -3.253079 0.022992 0.582882
O2 -0.063805 0.638406 0.595978
O3 2.459334 0.810809 -0.399154
S1 -2.255891 -0.163253 -0.523175

Atoms 1-2, force components in eV/Å:
N -0.5 -0.6 0.3
N 3.4 0.9 1.5

***

[2]
Molecular formula: N4O2
Method: DFT, ωB97M-V/def2-TZVPD

* lowest unoccupied orbital energy: -0.24 eV
* calculated total energy: -10048.466 eV
* energy relative to the best compared isomer or geometry (same formula, charge and spin): 205.6 kJ/mol
* Kohn-Sham gap: 10.72 eV

Element x y z (Å)
N1 -2.525161 0.468434 -0.494097
N2 0.168556 0.763372 -0.325778
N3 -1.602803 0.112922 -0.008379
N4 1.026497 -0.099560 -0.352213
O1 1.279410 -1.233784 -0.421950
O2 1.761896 1.019310 -0.318057

Atoms 1-2, force components in eV/Å:
N 1.2 -0.3 0.7
N 0.6 2.1 -0.3

***

[3]
Molecular formula: N4S
Method: DFT, ωB97M-V/def2-TZVPD

* lowest unoccupied orbital energy (alpha / beta): 0.69 / -3.26 eV
* calculated total energy: -16791.881 eV
* 2S+1: 3
* expectation value of S²: 2.006
* Kohn-Sham gap (alpha / beta): 7.37 / 7.01 eV

Element x y z (Å)
N1 -0.938155 0.247494 -1.246828
N2 0.269852 -1.361776 1.122391
N3 -0.880722 0.887826 -0.354831
N4 1.334429 -1.029895 0.783129
S1 2.682843 -0.452916 0.320129

Atoms 1-2, force components in eV/Å:
N 0.0 1.0 1.2
N -3.0 -0.5 1.0

***

[4]
Molecular formula: NO3P
Method: DFT, ωB97M-V/def2-TZVPD

* lowest unoccupied orbital energy: -1.06 eV
* calculated total energy: -16917.830 eV
* energy relative to the best compared isomer or geometry (same formula, charge and spin): 129.2 kJ/mol
* Kohn-Sham gap: 9.79 eV

Element x y z (Å)
N1 0.476251 -0.123758 -0.595249
O1 0.873383 -0.435355 -1.663896
O2 1.068781 -0.236337 0.511171
O3 -1.729971 -0.065176 1.244440
P1 -0.688444 0.860625 0.503534

Atoms 1-2, force components in eV/Å:
N -0.4 0.1 -0.3
O 0.2 -0.4 0.1

***

[5]
Molecular formula: NO3P
Method: DFT, ωB97M-V/def2-TZVPD

* lowest unoccupied orbital energy: -1.02 eV
* calculated total energy: -16918.121 eV
* energy relative to the best compared isomer or geometry (same formula, charge and spin): 101.1 kJ/mol
* Kohn-Sham gap: 9.27 eV

Element x y z (Å)
N1 -0.723388 0.313626 0.031281
O1 -1.711934 0.746549 -0.504363
O2 -0.564286 -0.856658 0.487134
O3 1.735413 -0.258658 -0.669107
P1 1.264195 0.055139 0.655057

Atoms 1-2, force components in eV/Å:
N 0.0 2.2 0.0
O 1.0 -1.4 0.8

***

[6]
Molecular formula: NO3Rb
Method: DFT, ωB97M-V/def2-TZVPD

* lowest unoccupied orbital energy: -2.41 eV
* calculated total energy: -8282.330 eV
* energy relative to the best compared isomer or geometry (same formula, charge and spin): 241.8 kJ/mol
* Kohn-Sham gap: 3.50 eV

Element x y z (Å)
Rb1 -1.377052 0.236442 -4.949986
N1 0.325428 -0.011498 1.257314
O1 -0.414932 -0.200018 2.152844
O2 1.527948 -0.358598 1.383284
O3 -0.061392 0.333672 0.156544

Atoms 1-2, force components in eV/Å:
Rb 0.1 0.0 0.4
N 3.7 -2.2 -1.3

***

[7]
Molecular formula: NO4P
Method: DFT, ωB97M-V/def2-TZVPD

* lowest unoccupied orbital energy (alpha / beta): 7.31 / 7.29 eV
* calculated total energy: -18967.475 eV
* 2S+1: 3
* expectation value of S²: 2.010
* energy relative to the best compared isomer or geometry (same formula, charge and spin): 8.8 kJ/mol
* Kohn-Sham gap (alpha / beta): 5.11 / 8.25 eV
* charge: -2

Element x y z (Å)
N1 1.956602 -0.178298 0.246663
O1 -1.213233 -0.132878 1.457497
O2 -1.219760 -1.234965 -0.850488
O3 3.065606 0.326447 -0.159423
O4 -1.486756 1.221202 -0.678216
P1 -1.102460 -0.001508 -0.016032

Atoms 1-2, force components in eV/Å:
N 1.2 0.6 -0.5
O 0.5 0.2 0.5

***

[8]
Molecular formula: NO5S
Method: DFT, ωB97M-V/def2-TZVPD

* lowest unoccupied orbital energy: 3.92 eV
* calculated total energy: -22561.003 eV
* energy relative to the best compared isomer or geometry (same formula, charge and spin): 115.6 kJ/mol
* Kohn-Sham gap: 9.43 eV
* charge: -1

Element x y z (Å)
N1 0.483890 0.901299 1.052801
O1 0.781274 0.009835 1.860763
O2 -1.764679 -0.985204 -0.811414
O3 0.567660 2.099150 1.271146
O4 0.207205 -1.289724 -2.262742
O5 0.068356 0.555229 -0.194418
S1 -0.343707 -1.290585 -0.916136

Atoms 1-2, force components in eV/Å:
N 0.0 -1.1 -1.3
O -0.4 0.8 -0.8

***

[9]
Molecular formula: NO6S
Method: DFT, ωB97M-V/def2-TZVPD

* lowest unoccupied orbital energy: 4.06 eV
* calculated total energy: -24608.278 eV
* SMILES: O=[N+]([O-])OS(=O)(=O)[O-]
* energy relative to the best compared isomer or geometry (same formula, charge and spin): 53.5 kJ/mol
* Kohn-Sham gap: 10.20 eV
* charge: -1

Element x y z (Å)
O1 0.183072 2.126719 1.111435
N1 0.525337 1.085634 0.706689
O2 0.974529 0.149258 1.332921
O3 0.429199 0.856962 -0.622989
S1 -0.408384 -0.885255 -0.603538
O4 0.708166 -1.733319 -0.505325
O5 -1.335704 -0.723181 0.499972
O6 -1.076215 -0.876819 -1.919164

Atoms 1-2, force components in eV/Å:
O -0.8 2.8 1.0
N 1.5 -2.8 -1.0

***

[10]
Molecular formula: O2Si
Method: DFT, ωB97M-V/def2-TZVPD

* lowest unoccupied orbital energy: -1.60 eV
* calculated total energy: -11972.338 eV
* SMILES: O=[Si]=O
* energy relative to the best compared isomer or geometry (same formula, charge and spin): 2.4 kJ/mol
* Kohn-Sham gap: 10.86 eV

Element x y z (Å)
O1 -1.161459 -0.553800 0.746593
Si1 0.001817 0.013480 -0.000055
O2 1.159642 0.540320 -0.746537

Atoms 1-2, force components in eV/Å:
O -0.6 -0.2 0.4
Si -1.0 -0.5 0.6

***

[11]
Molecular formula: O4Rb7S
Method: DFT, ωB97M-V/def2-TZVPD

* lowest unoccupied orbital energy (alpha / beta): -19.17 / -24.60 eV
* calculated total energy: -23539.945 eV
* 2S+1: 2
* expectation value of S²: 0.759
* Kohn-Sham gap (alpha / beta): 12.30 / 6.70 eV
* charge: +6

Element x y z (Å)
Rb1 -22.191568 -24.017698 9.853153
Rb2 -26.331900 -22.325661 9.811919
Rb3 -26.122208 -26.214731 5.314323
Rb4 -24.683907 -22.733437 6.381674
Rb5 -24.599251 -26.120076 12.412134
Rb6 -22.499102 -27.126572 6.928575
Rb7 -28.395532 -26.169448 8.669422
S1 -25.017852 -25.897243 9.069769
O1 -23.741312 -26.570078 9.445338
O2 -26.004751 -25.948884 10.092105
O3 -24.816544 -24.565586 8.556420
O4 -25.680468 -26.505922 7.898737

Atoms 1-2, force components in eV/Å:
Rb 1.6 0.4 0.6
Rb -0.8 1.2 0.9

***

[12]
Molecular formula: O5S2
Method: DFT, ωB97M-V/def2-TZVPD

* lowest unoccupied orbital energy (alpha / beta): 0.45 / -5.31 eV
* calculated total energy: -31901.209 eV
* 2S+1: 3
* expectation value of S²: 2.010
* energy relative to the best compared isomer or geometry (same formula, charge and spin): 121.7 kJ/mol
* Kohn-Sham gap (alpha / beta): 8.21 / 6.93 eV

Element x y z (Å)
O1 -0.352449 -0.558835 1.845430
O2 0.901968 -0.576458 -0.377479
O3 -0.728632 0.916404 -0.182181
O4 -1.189577 -1.085264 -1.844062
O5 1.321280 1.130977 1.198341
S1 0.358067 0.160835 0.860087
S2 -0.310657 0.012341 -1.500134

Atoms 1-2, force components in eV/Å:
O -0.3 -0.6 -0.4
O 1.2 -2.5 1.5

***

- What is the formula in the first record?
  N3O3S